The following is a DFT calculation (the ωB97M-V functional and the def2-TZVPD basis) of a molecular structure, C37H67GeI2N8O4PRb.

Net charge: +2
Lowest unoccupied orbital energy (spin up / spin down): -4.58 / -6.49 eV
ΔE to the lowest compared entry with this formula, charge and spin: 98.7 kJ/mol
Spin multiplicity: 2
Expectation value of S²: 0.78

Geometry (Å):
Rb (0.3625, 0.0270, -0.2749)
C (1.2574, -0.2078, 3.7768)
C (2.0766, -1.0639, 2.8098)
C (2.6672, -2.2453, 3.5770)
C (3.1973, -0.2274, 2.1910)
O (1.1754, -1.4734, 1.7964)
Ge (1.3601, -3.0503, 0.7451)
O (2.0510, -2.0357, -0.6981)
C (2.5812, -2.6290, -1.8697)
C (3.5156, -3.7950, -1.5500)
C (3.3583, -1.5372, -2.5997)
C (1.4292, -3.1096, -2.7622)
O (-0.4255, -2.7694, 0.0839)
C (-1.4506, -3.6006, 0.6052)
C (-1.1669, -5.0793, 0.3243)
C (-2.7532, -3.2199, -0.0935)
C (-1.5986, -3.3742, 2.1115)
H (1.8723, 0.2200, 4.5720)
H (0.7785, 0.6075, 3.2214)
H (0.4844, -0.8314, 4.2314)
H (3.2639, -1.8966, 4.4219)
H (1.8702, -2.8882, 3.9554)
H (3.3106, -2.8490, 2.9360)
H (3.9075, 0.1170, 2.9460)
H (3.7353, -0.8175, 1.4478)
H (2.7794, 0.6493, 1.6839)
H (4.2866, -3.4727, -0.8485)
H (2.9756, -4.6279, -1.0975)
H (4.0047, -4.1574, -2.4563)
H (4.1717, -1.1718, -1.9718)
H (3.7813, -1.9054, -3.5369)
H (2.6955, -0.6948, -2.8220)
H (0.7952, -3.8095, -2.2136)
H (0.8295, -2.2407, -3.0514)
H (1.8103, -3.5915, -3.6683)
H (-1.0271, -5.2305, -0.7496)
H (-0.2599, -5.4099, 0.8298)
H (-1.9931, -5.7098, 0.6591)
H (-2.6351, -3.3615, -1.1725)
H (-3.5833, -3.8451, 0.2414)
H (-3.0150, -2.1772, 0.1066)
H (-0.7124, -3.7229, 2.6448)
H (-1.6917, -2.3012, 2.2995)
H (-2.4700, -3.8958, 2.5148)
I (5.8194, 6.5084, 1.3154)
C (4.3126, 5.1609, 0.9548)
C (4.2090, 4.5646, -0.3145)
C (3.2029, 3.6743, -0.5550)
I (3.0538, 2.7089, -2.3797)
C (2.2206, 3.3431, 0.4663)
O (1.2764, 2.5684, 0.2310)
C (2.4002, 3.9403, 1.7865)
C (1.5021, 3.4869, 2.9181)
N (0.0619, 3.5171, 2.6394)
C (-0.4279, 4.8831, 2.4496)
C (-1.6655, 4.9236, 1.5821)
C (-2.5118, 6.0282, 1.6116)
C (-3.6077, 6.0550, 0.7691)
C (-3.8257, 4.9796, -0.0832)
C (-2.9321, 3.9260, -0.0448)
N (-1.8745, 3.8874, 0.7706)
C (3.4138, 4.8287, 1.9912)
H (4.9280, 4.8101, -1.0835)
H (1.7099, 4.0967, 3.7998)
H (1.7816, 2.4618, 3.1735)
H (-0.0737, 3.0471, 1.7476)
H (0.3284, 5.5141, 1.9593)
H (-0.6354, 5.3480, 3.4165)
H (-2.3090, 6.8489, 2.2875)
H (-4.2836, 6.8997, 0.7748)
H (-4.6678, 4.9611, -0.7608)
H (-3.0655, 3.0630, -0.6909)
H (3.5467, 5.2815, 2.9661)
N (-2.1551, -3.8361, -5.0234)
C (-1.8930, -2.4165, -4.5453)
C (-3.1414, -1.8661, -3.8842)
C (-2.8413, -0.4565, -3.3286)
N (-1.8878, -0.4772, -2.2189)
C (-2.3471, 0.4427, -4.4620)
C (-1.1625, -0.1292, -5.2468)
N (0.0373, -0.1547, -4.4022)
C (-1.4566, -1.5595, -5.7200)
H (-2.4375, -4.4345, -4.2440)
H (-1.3175, -4.2434, -5.4450)
H (-2.9016, -3.8561, -5.7219)
H (-1.0826, -2.5209, -3.8245)
H (-3.4710, -2.5138, -3.0675)
H (-3.9536, -1.8079, -4.6185)
H (-3.7833, -0.0524, -2.9533)
H (-0.9893, -0.7785, -2.5860)
H (-2.1794, -1.1583, -1.5230)
H (-2.0722, 1.4168, -4.0519)
H (-3.1695, 0.6133, -5.1613)
H (-1.0244, 0.4847, -6.1433)
H (0.2342, 0.7767, -4.0503)
H (0.8519, -0.4403, -4.9355)
H (-0.5647, -1.9756, -6.1988)
H (-2.2532, -1.5286, -6.4713)
C (-2.1877, 0.7625, 4.8465)
N (-2.0532, 1.6835, 3.6419)
C (-3.1496, 2.7422, 3.7312)
N (-4.4407, 2.1561, 3.8258)
C (-4.5011, 1.2632, 4.9804)
N (-3.4988, 0.2049, 4.9116)
C (-3.7748, -0.7405, 3.8239)
P (-3.7550, 0.0393, 2.1291)
C (-2.1290, 0.9054, 2.3629)
C (-4.8331, 1.4890, 2.5809)
H (-1.9851, 1.3718, 5.7279)
H (-1.4296, -0.0117, 4.7464)
H (-1.1598, 2.2090, 3.6219)
H (-3.0577, 3.3623, 2.8434)
H (-2.9233, 3.3272, 4.6238)
H (-5.4917, 0.8154, 5.0375)
H (-4.3317, 1.8506, 5.8844)
H (-4.7549, -1.1893, 3.9938)
H (-3.0457, -1.5512, 3.8567)
H (-1.9422, 1.6161, 1.5551)
H (-1.3306, 0.1553, 2.3912)
H (-5.8616, 1.1367, 2.6780)
H (-4.8216, 2.2188, 1.7680)

Forces on atoms 1 to 3 (eV/Å):
-0.12 0.22 -0.21
0.01 -0.01 0.01
0.00 -0.02 0.00

Results of the Löwdin charge analysis, in e, for atoms 1 through 2: atom 1 (Rb): 0.81, atom 2 (C): -0.04